Record 1
68
Properties=species:S:1:pos:R:3 method="wB97M-V/def2-TZVPD" total_charge=0 e_homo_ha=-0.325 smiles="Cc1cccc(C[C@@H]2OC(=O)O[C@@]2(COO)CB(O)O)c1.CCOS(C)(=O)=O.CCOS(C)(=O)=O" lumo_energy_ev=-0.0952 orbital_gap_ev=8.7
C -1.3868 -4.4251 2.9995
C -0.7518 -3.4439 2.0331
C -1.3472 -3.0615 0.8528
C -0.7213 -2.1578 0.0322
C 0.4820 -1.6128 0.3786
C 1.0992 -1.9841 1.5547
C 2.4348 -1.4311 2.0447
C 3.1874 -0.5755 1.0124
O 4.6074 -0.8942 1.2260
C 4.9485 -0.0230 2.2216
O 5.4150 -0.2694 3.2989
O 4.5708 1.2240 1.7256
C 3.2431 0.9932 1.2116
C 2.3318 1.5348 2.3013
O 0.9708 1.4302 1.9328
O 0.2112 1.9062 3.0144
C 3.1130 1.5902 -0.2047
B 2.8218 3.1510 -0.2855
O 3.6191 3.9002 -1.1657
O 1.8311 3.8306 0.3972
C 0.4739 -2.9096 2.3544
H -2.0317 -5.1385 2.4856
H -0.5778 -4.9308 3.5358
H -1.9541 -3.8899 3.7697
H -2.3035 -3.4753 0.5503
H -1.2218 -1.9101 -0.8983
H 0.9752 -0.8854 -0.2583
H 2.2821 -0.9414 3.0096
H 3.0664 -2.3041 2.2379
H 2.9945 -0.9235 0.0016
H 2.4934 1.0026 3.2478
H 2.6182 2.5785 2.5015
H 0.3285 2.8699 3.0532
H 4.0783 1.4312 -0.6994
H 2.3873 1.0424 -0.8168
H 4.0670 4.6241 -0.7145
H 2.1758 4.6796 0.6970
H 0.9358 -3.2493 3.2802
O -0.3316 -0.0050 -5.2834
S 1.0690 -0.1416 -5.5388
O 1.9269 -0.8048 -4.6066
O 1.6730 1.2972 -5.8676
C 1.4874 2.3428 -4.8943
C 2.3706 2.1596 -3.6765
C 1.3090 -0.8535 -7.1311
H 0.4344 2.4104 -4.6143
H 1.7476 3.2738 -5.3952
H 2.0949 1.2627 -3.1227
H 2.2782 3.0121 -3.0061
H 3.4144 2.0500 -3.9710
H 0.6843 -0.3321 -7.8511
H 1.0163 -1.8991 -7.0623
H 2.3606 -0.7776 -7.3951
O -4.3547 -1.5396 1.0951
S -4.8421 -0.6966 2.1438
O -5.7521 -1.1860 3.1328
O -5.4434 0.6316 1.4951
C -6.4853 0.4936 0.5119
C -7.8153 0.1016 1.1266
C -3.4740 0.0483 2.9653
H -6.1798 -0.2169 -0.2587
H -6.5792 1.4674 0.0339
H -7.7711 -0.8947 1.5644
H -8.5993 0.1008 0.3685
H -8.0887 0.7940 1.9232
H -2.7892 0.4524 2.2240
H -2.9849 -0.7317 3.5453
H -3.8435 0.8284 3.6259

---

Record 2
63
Properties=species:S:1:pos:R:3 method="wB97M-V/def2-TZVPD" total_charge=+1 e_homo_ha=-0.345 lumo_energy_ev=-7.9192 orbital_gap_ev=1.5
N -1.7660 2.5157 -2.7428
C -2.0320 1.0964 -2.5604
C -3.1739 0.6661 -1.5897
C -3.5020 -0.7435 -2.1212
N -2.6757 -1.0360 -3.3791
N -1.6452 -1.9102 -2.8912
C -0.7453 -2.1410 -3.6908
S 0.5581 -2.0466 -4.4952
C -2.3093 0.3091 -3.8592
H -2.2379 2.9844 -1.9734
H -0.7716 2.6469 -2.5847
H -1.1343 0.5860 -2.1579
H -2.7675 0.6542 -0.5718
H -4.0081 1.4124 -1.6196
H -3.0559 -1.4327 -1.3103
H -4.5807 -0.8281 -2.2251
H -3.3670 -1.5264 -3.9557
H -3.0765 0.7188 -4.5243
H -1.3945 0.4245 -4.4524
F 2.0473 2.3752 -1.2973
C 2.7542 1.2461 -1.4597
C 4.1222 1.3213 -1.6187
C 4.8509 0.1460 -1.7794
C 4.1960 -1.0864 -1.7908
C 2.8171 -1.1344 -1.6322
C 2.0927 0.0341 -1.4584
H 4.6106 2.2869 -1.6142
H 5.9262 0.1932 -1.8954
H 4.7620 -2.0003 -1.9200
H 2.3019 -2.0863 -1.6405
H 1.0186 0.0106 -1.3206
Br -3.1917 -3.3890 -1.7847
F -5.2951 2.2616 -2.8530
C -3.1926 1.5186 2.8795
C -3.2707 1.1283 1.4137
O -2.5195 1.9724 0.5554
C -1.1277 2.0386 0.7968
C -0.4260 0.6974 0.6752
H -3.5309 2.5460 3.0182
H -3.8200 0.8587 3.4795
H -2.1740 1.4531 3.2671
H -4.3053 1.2047 1.0799
H -2.9753 0.0815 1.2725
H -0.9302 2.4959 1.7722
H -0.7234 2.7226 0.0487
H -0.7902 -0.0258 1.4065
H 0.6491 0.8126 0.8263
H -0.5944 0.2711 -0.3182
O 3.4976 -0.9213 1.2888
C 3.1964 -1.3518 2.4096
O 1.9241 -1.3994 2.6780
C 1.3414 -2.0385 3.8364
C 1.3053 -1.1016 5.0239
C 4.2079 -1.7209 3.4622
H 1.8476 -2.9775 4.0588
H 0.3251 -2.2972 3.5480
H 2.3079 -0.8103 5.3392
H 0.8047 -1.5758 5.8668
H 0.7724 -0.1855 4.7682
H 4.4819 -0.8266 4.0238
H 5.0987 -2.1214 2.9731
H 3.8622 -2.4916 4.1456
Be 5.4303 -0.4847 1.1737

---

Record 3
61
Properties=species:S:1:pos:R:3 method="wB97M-V/def2-TZVPD" total_charge=-1 e_homo_ha=-0.178 lumo_energy_ev=2.4860 orbital_gap_ev=7.3
O 0.1236 0.1941 -0.7696
C -0.7735 0.4810 -1.7561
C -0.4556 1.8034 -2.4726
C 0.3779 2.7573 -1.8985
H 0.7753 2.5775 -0.8927
C 0.6381 3.9575 -2.5587
H 1.3118 4.6782 -2.0915
C 0.0169 4.2182 -3.7842
H 0.2057 5.1594 -4.2976
C -0.8355 3.2651 -4.3570
H -1.3295 3.4591 -5.3086
C -1.0558 2.0526 -3.7100
H -1.7248 1.2951 -4.1257
H -0.7428 -0.3020 -2.5455
C -2.7242 -0.9549 -0.8648
C -2.2176 0.4055 -1.2339
H -3.8207 -0.9545 -0.8089
H -2.3524 -1.2579 0.1269
H -2.3583 -1.7081 -1.5793
C -2.8498 1.5480 -0.9173
C -4.1489 1.6381 -0.1992
H -2.3504 2.5019 -1.0988
H -4.8793 2.1307 -0.8548
H -4.0262 2.2515 0.7027
H -4.5550 0.6629 0.0990
Zn -0.1275 0.5095 1.2113
Cl 0.8227 2.5867 1.3803
Cl -2.2608 0.6734 2.1898
H 4.6618 1.4754 -1.5593
H 4.9564 1.8598 1.0843
C 3.5943 1.5296 -1.2958
C 3.8678 1.7255 1.1718
N 3.3714 0.9784 0.0276
H 3.0121 0.9360 -2.0110
C 2.7734 -0.2248 0.1732
O 2.2620 -0.6452 1.2132
H 3.6141 1.1775 2.0849
H 2.7677 -0.8121 -0.7753
H 3.2671 2.5772 -1.3322
H 3.3811 2.7085 1.1927
H -0.5359 -5.2261 1.7665
H 1.3146 -5.5922 -0.1340
C -1.0104 -4.6266 0.9735
C 0.7929 -4.8215 -0.7210
N 0.0000 -3.9720 0.1510
H -1.6703 -3.8755 1.4232
C 0.2457 -2.6513 0.2762
O -0.3626 -1.9231 1.0872
H 1.5216 -4.1963 -1.2471
H 1.0183 -2.2818 -0.4249
H -1.5860 -5.3135 0.3393
H 0.1341 -5.3176 -1.4480
C 0.1381 -1.2103 5.4049
C 0.0033 -1.2610 3.9022
O 0.2574 0.0108 3.3353
H 1.1019 -0.7897 5.7144
H 0.0393 -2.2206 5.8036
H -0.6690 -0.5942 5.8164
H 0.7010 -1.9741 3.4542
H -1.0136 -1.5544 3.6166
H -0.6329 0.4760 3.3516

---

What did the first record say?
68
Properties=species:S:1:pos:R:3 method="wB97M-V/def2-TZVPD" total_charge=0 e_homo_ha=-0.325 smiles="Cc1cccc(C[C@@H]2OC(=O)O[C@@]2(COO)CB(O)O)c1.CCOS(C)(=O)=O.CCOS(C)(=O)=O" lumo_energy_ev=-0.0952 orbital_gap_ev=8.7
C -1.3868 -4.4251 2.9995
C -0.7518 -3.4439 2.0331
C -1.3472 -3.0615 0.8528
C -0.7213 -2.1578 0.0322
C 0.4820 -1.6128 0.3786
C 1.0992 -1.9841 1.5547
C 2.4348 -1.4311 2.0447
C 3.1874 -0.5755 1.0124
O 4.6074 -0.8942 1.2260
C 4.9485 -0.0230 2.2216
O 5.4150 -0.2694 3.2989
O 4.5708 1.2240 1.7256
C 3.2431 0.9932 1.2116
C 2.3318 1.5348 2.3013
O 0.9708 1.4302 1.9328
O 0.2112 1.9062 3.0144
C 3.1130 1.5902 -0.2047
B 2.8218 3.1510 -0.2855
O 3.6191 3.9002 -1.1657
O 1.8311 3.8306 0.3972
C 0.4739 -2.9096 2.3544
H -2.0317 -5.1385 2.4856
H -0.5778 -4.9308 3.5358
H -1.9541 -3.8899 3.7697
H -2.3035 -3.4753 0.5503
H -1.2218 -1.9101 -0.8983
H 0.9752 -0.8854 -0.2583
H 2.2821 -0.9414 3.0096
H 3.0664 -2.3041 2.2379
H 2.9945 -0.9235 0.0016
H 2.4934 1.0026 3.2478
H 2.6182 2.5785 2.5015
H 0.3285 2.8699 3.0532
H 4.0783 1.4312 -0.6994
H 2.3873 1.0424 -0.8168
H 4.0670 4.6241 -0.7145
H 2.1758 4.6796 0.6970
H 0.9358 -3.2493 3.2802
O -0.3316 -0.0050 -5.2834
S 1.0690 -0.1416 -5.5388
O 1.9269 -0.8048 -4.6066
O 1.6730 1.2972 -5.8676
C 1.4874 2.3428 -4.8943
C 2.3706 2.1596 -3.6765
C 1.3090 -0.8535 -7.1311
H 0.4344 2.4104 -4.6143
H 1.7476 3.2738 -5.3952
H 2.0949 1.2627 -3.1227
H 2.2782 3.0121 -3.0061
H 3.4144 2.0500 -3.9710
H 0.6843 -0.3321 -7.8511
H 1.0163 -1.8991 -7.0623
H 2.3606 -0.7776 -7.3951
O -4.3547 -1.5396 1.0951
S -4.8421 -0.6966 2.1438
O -5.7521 -1.1860 3.1328
O -5.4434 0.6316 1.4951
C -6.4853 0.4936 0.5119
C -7.8153 0.1016 1.1266
C -3.4740 0.0483 2.9653
H -6.1798 -0.2169 -0.2587
H -6.5792 1.4674 0.0339
H -7.7711 -0.8947 1.5644
H -8.5993 0.1008 0.3685
H -8.0887 0.7940 1.9232
H -2.7892 0.4524 2.2240
H -2.9849 -0.7317 3.5453
H -3.8435 0.8284 3.6259